Computed, not measured: a molecular structure, C34H42BrCrF3N3OSSb at a distorted geometry, with wB97M-V/def2-TZVPD.

Results
* M: 851.5 g mol⁻¹
* Kohn-Sham gap (spin up / spin down): 6.27 / 6.82 eV
* total energy: -166447.1069 eV
* total charge: 0
* 2S+1: 5
* HOMO energy (spin up / spin down): -6.9 / -7.5 eV

Each line ends with the Mulliken charge.
Geometry (Å):
Cr -18.44160 9.09498 7.14677  0.77
Br -18.80933 11.88021 7.59277  -0.31
C -20.53065 11.92179 6.77856  0.52
C -21.15920 13.14681 6.74259  -0.80
C -22.49124 13.26109 6.32263  -0.57
C -23.12649 12.13492 5.91746  -0.86
C -22.48860 10.85969 5.98198  1.40
C -23.22460 9.70410 5.62715  -1.15
C -22.67372 8.46527 5.79252  -1.15
C -21.31144 8.31777 6.19436  0.40
C -20.49808 9.42572 6.47036  -0.53
C -21.15958 10.68231 6.42752  1.27
H -20.61320 13.98690 7.16425  0.39
H -23.03647 14.21410 6.38324  0.36
H -24.16308 12.21324 5.57870  0.33
H -24.25234 9.87302 5.41342  0.41
H -23.27179 7.59442 5.55365  0.41
H -20.89627 7.27107 6.32244  0.16
F -19.45454 4.28517 11.60578  -0.32
C -19.48627 5.56918 11.15366  0.69
F -18.57933 6.19962 11.93956  -0.25
F -20.67649 6.05232 11.41680  -0.23
C -19.17291 5.71252 9.67304  -0.16
C -19.07105 4.56589 8.93657  -0.18
C -18.76604 4.56903 7.55293  -1.29
C -18.56352 5.79608 6.95290  -0.26
N -18.71037 6.92403 7.64293  0.53
C -18.98831 6.95879 8.98234  0.24
S -19.08226 8.52947 9.60428  -0.54
H -19.21415 3.58285 9.39900  0.43
H -18.70572 3.59373 7.09316  0.45
H -18.13050 5.80843 5.95209  0.15
C -17.92953 12.00041 4.15022  -1.65
C -16.90066 11.12850 3.42093  1.98
C -15.56297 11.73728 3.80763  -1.75
C -16.99627 11.27239 1.89194  -1.80
Sb -17.27037 9.07691 4.15375  0.32
C -15.41648 7.96106 3.52186  1.82
C -15.73532 6.42785 3.52632  -1.94
C -14.88461 8.35304 2.16049  -1.77
C -14.35602 8.13873 4.59988  -1.69
C -18.90236 8.35753 2.81558  1.85
C -19.34226 6.99158 3.38830  -1.28
C -18.45710 8.17680 1.34144  -1.78
C -20.06787 9.31471 2.82621  -1.47
H -17.78601 13.03085 3.79692  0.53
H -17.79792 12.04777 5.23470  0.09
H -18.98950 11.76339 3.98673  0.22
H -15.58965 12.80846 3.59677  0.57
H -14.68509 11.31906 3.36751  0.31
H -15.42196 11.73628 4.89873  0.21
H -16.64633 12.28594 1.60092  0.47
H -17.98136 11.09695 1.52910  0.35
H -16.34325 10.53162 1.40632  0.25
H -16.29192 6.11788 2.63128  0.27
H -16.33989 6.20868 4.41494  0.31
H -14.80176 5.89874 3.57433  0.60
H -15.59141 8.31140 1.33143  0.25
H -14.07514 7.63214 1.89093  0.49
H -14.48957 9.37975 2.13125  0.27
H -14.66460 7.67008 5.53088  0.24
H -14.15876 9.20645 4.84936  0.24
H -13.37866 7.64612 4.35345  0.48
H -18.54165 6.24793 3.51971  0.26
H -20.11876 6.57481 2.74331  0.49
H -19.81509 7.10259 4.36812  -0.07
H -17.66555 7.41224 1.20406  0.21
H -18.14854 9.10960 0.83828  0.26
H -19.30571 7.87591 0.78204  0.64
H -20.40701 9.60902 3.80590  -0.01
H -20.92611 8.78235 2.34879  0.51
H -19.91779 10.24720 2.19377  0.21
N -11.58800 7.84144 9.03607  -0.36
C -12.12156 8.71975 8.09901  0.10
O -11.43835 9.28718 7.27390  -0.60
C -13.58222 8.85086 8.13233  1.19
C -14.46950 8.00481 8.79531  -1.28
C -15.82600 8.23098 8.58765  -0.66
N -16.26880 9.16377 7.75681  0.88
C -15.42032 10.02047 7.20414  -0.48
C -14.06294 9.89357 7.37356  -0.51
H -10.60771 7.71206 9.01107  0.25
H -12.02945 7.63082 9.90427  0.20
H -14.05518 7.19898 9.34172  0.50
H -16.59434 7.60633 8.99167  0.42
H -15.86482 10.80650 6.62526  0.09
H -13.32005 10.52908 6.94687  0.49